Computed, not measured: a 2-piece molecular cluster, C4H8NO overall at a distorted geometry, with wB97M-V/def2-TZVPD.

Last column: natural (NBO) charge in e.
Cartesian coordinates (Å):
C1 -2.763 -0.615 0.013  -0.0859
C2 -0.468 0.957 -0.018  0.8288
C3 1.853 0.175 0.201  -0.5911
C4 0.380 -0.200 0.144  -0.6278
N1 -2.490 0.566 -0.105  -0.2983
O1 -0.136 2.138 -0.416  -0.5851
H1 -1.996 -1.417 0.243  0.1830
H2 -3.701 -1.106 0.057  0.2524
H3 2.129 0.836 -0.750  0.2388
H4 2.340 -0.752 0.266  0.2402
H5 1.936 0.671 1.209  0.2321
H6 0.087 -0.943 -0.571  0.3066
H7 0.269 -0.788 1.098  0.3153
H8 -0.788 2.854 -0.796  0.5909

Values from the calculation:
net charge	+1
E_HOMO (spin up / spin down)	-14.45 / -14.45	eV
spin multiplicity	1
DFT total energy	-286.7653	a.u.
energy relative to the best compared isomer or geometry (same formula, charge and spin)	4.8223	eV

---

Computed, not measured: a 2-piece molecular cluster, C24H27F2OSi overall at a distorted geometry, with wB97M-V/def2-TZVPD.

Last column: natural (NBO) charge in e.
Cartesian coordinates (Å):
C1 6.226 3.886 -0.606  -0.6314
C2 4.880 3.308 -0.879  -0.1108
C3 3.764 4.091 -0.563  0.4759
F1 3.993 5.141 0.304  -0.3416
C4 2.446 3.788 -0.944  -0.3029
C5 2.264 2.530 -1.559  0.0039
C6 0.899 1.877 -1.821  -0.4318
C7 -0.502 2.445 -1.480  -0.0119
C8 -0.753 3.692 -0.840  -0.2919
C9 -2.038 4.156 -0.605  0.4740
F2 -2.179 5.408 -0.025  -0.3370
C10 -3.141 3.364 -0.891  -0.1071
C11 -4.493 3.905 -0.625  -0.6311
C12 -2.903 2.093 -1.440  -0.1920
C13 -1.622 1.660 -1.806  -0.2251
C14 3.376 1.670 -1.787  -0.2322
C15 4.689 2.030 -1.461  -0.1919
H1 7.000 3.188 -0.927  0.2148
H2 6.342 4.815 -1.182  0.2324
H3 6.393 4.140 0.447  0.2328
H4 1.592 4.442 -0.730  0.2279
H5 0.887 1.460 -2.860  0.2288
H6 0.004 4.369 -0.453  0.2140
H7 -5.221 3.154 -0.929  0.2143
H8 -4.671 4.167 0.425  0.2315
H9 -4.668 4.807 -1.224  0.2356
H10 -3.763 1.437 -1.538  0.2133
H11 -1.481 0.736 -2.378  0.2090
H12 3.189 0.696 -2.269  0.2009
H13 5.577 1.395 -1.654  0.2234
C16 -4.954 -5.738 2.313  -0.2627
O1 -4.703 -4.521 1.512  -0.4961
C17 -3.406 -4.141 1.360  0.4506
C18 -3.090 -2.945 0.659  -0.2687
C19 -1.766 -2.556 0.542  -0.1446
C20 -0.740 -3.393 1.059  -0.6595
Si1 1.103 -3.380 1.080  1.9908
H14 0.992 0.994 -1.243  0.2077
C21 1.894 -2.303 2.437  -1.1814
C22 2.152 -4.140 -0.277  -1.2051
C23 -1.079 -4.551 1.808  -0.1780
C24 -2.396 -4.928 1.947  -0.3280
H15 -6.045 -5.845 2.310  0.2274
H16 -4.451 -6.599 1.835  0.1899
H17 -4.554 -5.592 3.332  0.1910
H18 -3.942 -2.418 0.246  0.2509
H19 -1.499 -1.618 0.061  0.2361
H20 1.244 -1.479 2.752  0.2884
H21 2.109 -2.942 3.306  0.2857
H22 2.830 -1.815 2.148  0.2834
H23 1.649 -4.214 -1.250  0.2935
H24 3.081 -3.574 -0.443  0.2886
H25 2.442 -5.169 -0.003  0.2954
H26 -0.316 -5.159 2.297  0.2094
H27 -2.640 -5.827 2.509  0.2413

Values from the calculation:
net charge	+1
E_HOMO	-10.44	eV
spin multiplicity	1
DFT total energy	-1494.8810	a.u.

---

Computed, not measured: an isolated molecule of C5H7NO, with wB97M-V/def2-TZVPD.

Last column: natural (NBO) charge in e.
Cartesian coordinates (Å):
C1 2.358 -0.144 0.094  -0.6868
C2 0.986 0.476 -0.099  0.5183
C3 -0.106 -0.410 -0.255  -0.4660
C4 -1.394 0.084 -0.050  0.1051
N1 -2.439 -0.769 0.203  -0.7703
C5 -1.548 1.461 -0.283  0.0152
O1 0.811 1.711 -0.063  -0.5961
H1 3.088 0.311 -0.579  0.2333
H2 2.325 -1.222 -0.087  0.2131
H3 2.704 0.017 1.121  0.2374
H4 0.037 -1.445 -0.534  0.2102
H5 -2.246 -1.756 0.113  0.3935
H6 -3.376 -0.491 -0.034  0.3966
H7 -1.199 2.176 0.453  0.1965

Values from the calculation:
net charge	0
E_HOMO (spin up / spin down)	-8.39 / -8.39	eV
spin multiplicity	1
DFT total energy	-324.5758	a.u.
energy relative to the best compared isomer or geometry (same formula, charge and spin)	4.0462	eV

---

Computed, not measured: C22H26N6O2RuSe2 as an isolated structure at a distorted geometry, with wB97M-V/def2-TZVPD.

Last column: natural (NBO) charge in e.
Cartesian coordinates (Å):
Ru1 -0.201 0.252 -0.367  1.2759
O1 -0.346 0.887 2.080  -0.7125
C1 0.889 1.478 2.506  -0.0798
C2 1.900 0.415 2.927  -0.4289
C3 2.190 -0.585 1.794  -0.4278
C4 2.890 0.062 0.634  0.2366
C5 4.270 0.239 0.615  -0.2184
C6 4.852 0.871 -0.469  -0.0923
C7 4.045 1.328 -1.502  -0.2146
C8 2.680 1.113 -1.417  0.0351
N1 2.129 0.490 -0.377  -0.4551
H1 -0.632 0.296 2.792  0.5128
H2 0.691 2.160 3.341  0.2249
H3 1.246 2.065 1.650  0.1868
H4 1.515 -0.135 3.789  0.2328
H5 2.818 0.906 3.245  0.2522
H6 1.234 -0.994 1.414  0.1800
H7 2.795 -1.400 2.193  0.2630
H8 4.868 -0.130 1.435  0.2585
H9 5.922 1.007 -0.506  0.2628
H10 4.464 1.844 -2.351  0.2619
H11 2.008 1.447 -2.200  0.2211
Se1 -3.122 0.809 0.867  0.2949
Se2 -3.063 -0.353 -1.136  0.3533
C9 -2.411 -2.005 -0.314  0.0351
C10 -3.177 -3.156 -0.295  -0.2349
C11 -2.701 -4.238 0.436  -0.0959
C12 -1.476 -4.124 1.077  -0.2137
C13 -0.749 -2.950 0.938  0.0593
N2 -1.214 -1.900 0.265  -0.5251
C14 -2.404 2.510 0.284  0.0259
C15 -3.118 3.686 0.429  -0.2170
C16 -2.517 4.855 -0.016  -0.0952
C17 -1.240 4.801 -0.549  -0.2082
C18 -0.586 3.576 -0.602  0.0721
N3 -1.168 2.460 -0.191  -0.4382
H12 -4.121 -3.199 -0.818  0.2668
H13 -3.278 -5.148 0.505  0.2677
H14 -1.085 -4.929 1.679  0.2667
H15 0.236 -2.866 1.380  0.2196
H16 -4.104 3.693 0.871  0.2723
H17 -3.036 5.798 0.067  0.2670
H18 -0.751 5.691 -0.907  0.2669
H19 0.432 3.497 -0.961  0.2244
C19 -0.301 -2.136 -6.019  -0.4352
N4 -0.224 -1.401 -4.776  -0.3512
C20 -0.632 -0.022 -4.650  -0.3124
C21 -0.386 0.213 -3.180  0.6693
O2 -0.583 1.240 -2.526  -0.5990
N5 0.055 -0.920 -2.608  -0.6536
C22 0.162 -1.858 -3.586  0.6591
N6 0.587 -3.092 -3.362  -0.7419
H20 -0.468 -1.438 -6.837  0.2560
H21 -1.132 -2.845 -5.998  0.2329
H22 0.630 -2.669 -6.214  0.2319
H23 -1.690 0.127 -4.898  0.2649
H24 -0.044 0.647 -5.289  0.2712
H25 1.009 -3.327 -2.481  0.4320
H26 0.698 -3.740 -4.126  0.4373

Values from the calculation:
net charge	+3
E_HOMO (spin up / spin down)	-16.86 / -16.88	eV
spin multiplicity	2
DFT total energy	-6229.7336	a.u.

---

Copy entry 2 word for word.
Computed, not measured: a 2-piece molecular cluster, C24H27F2OSi overall at a distorted geometry, with wB97M-V/def2-TZVPD.

Last column: natural (NBO) charge in e.
Cartesian coordinates (Å):
C1 6.226 3.886 -0.606  -0.6314
C2 4.880 3.308 -0.879  -0.1108
C3 3.764 4.091 -0.563  0.4759
F1 3.993 5.141 0.304  -0.3416
C4 2.446 3.788 -0.944  -0.3029
C5 2.264 2.530 -1.559  0.0039
C6 0.899 1.877 -1.821  -0.4318
C7 -0.502 2.445 -1.480  -0.0119
C8 -0.753 3.692 -0.840  -0.2919
C9 -2.038 4.156 -0.605  0.4740
F2 -2.179 5.408 -0.025  -0.3370
C10 -3.141 3.364 -0.891  -0.1071
C11 -4.493 3.905 -0.625  -0.6311
C12 -2.903 2.093 -1.440  -0.1920
C13 -1.622 1.660 -1.806  -0.2251
C14 3.376 1.670 -1.787  -0.2322
C15 4.689 2.030 -1.461  -0.1919
H1 7.000 3.188 -0.927  0.2148
H2 6.342 4.815 -1.182  0.2324
H3 6.393 4.140 0.447  0.2328
H4 1.592 4.442 -0.730  0.2279
H5 0.887 1.460 -2.860  0.2288
H6 0.004 4.369 -0.453  0.2140
H7 -5.221 3.154 -0.929  0.2143
H8 -4.671 4.167 0.425  0.2315
H9 -4.668 4.807 -1.224  0.2356
H10 -3.763 1.437 -1.538  0.2133
H11 -1.481 0.736 -2.378  0.2090
H12 3.189 0.696 -2.269  0.2009
H13 5.577 1.395 -1.654  0.2234
C16 -4.954 -5.738 2.313  -0.2627
O1 -4.703 -4.521 1.512  -0.4961
C17 -3.406 -4.141 1.360  0.4506
C18 -3.090 -2.945 0.659  -0.2687
C19 -1.766 -2.556 0.542  -0.1446
C20 -0.740 -3.393 1.059  -0.6595
Si1 1.103 -3.380 1.080  1.9908
H14 0.992 0.994 -1.243  0.2077
C21 1.894 -2.303 2.437  -1.1814
C22 2.152 -4.140 -0.277  -1.2051
C23 -1.079 -4.551 1.808  -0.1780
C24 -2.396 -4.928 1.947  -0.3280
H15 -6.045 -5.845 2.310  0.2274
H16 -4.451 -6.599 1.835  0.1899
H17 -4.554 -5.592 3.332  0.1910
H18 -3.942 -2.418 0.246  0.2509
H19 -1.499 -1.618 0.061  0.2361
H20 1.244 -1.479 2.752  0.2884
H21 2.109 -2.942 3.306  0.2857
H22 2.830 -1.815 2.148  0.2834
H23 1.649 -4.214 -1.250  0.2935
H24 3.081 -3.574 -0.443  0.2886
H25 2.442 -5.169 -0.003  0.2954
H26 -0.316 -5.159 2.297  0.2094
H27 -2.640 -5.827 2.509  0.2413

Values from the calculation:
net charge	+1
E_HOMO	-10.44	eV
spin multiplicity	1
DFT total energy	-1494.8810	a.u.